Entry 1:
CH6N3O | ωB97M-V/def2-TZVPD

Properties
- gap between HOMO and LUMO (eV) = 11.030
- HOMO (eV) = -14.90
- E_LUMO (Eh) = -0.1422
- charge = +1
- ΔE to the lowest compared entry with this formula, charge and spin (kJ/mol) = 75.8
- energy (hartree) = -280.9045

Geometry as XYZ:
```
11
CH6N3O, DFT ωB97M-V/def2-TZVPD
O 1.51693 -0.78912 -0.14693
N 0.73532 0.89335 -1.41288
N -0.92394 -0.75672 1.31114
N -0.59489 0.24833 0.42744
C 0.52299 0.16576 -0.37426
H -1.41883 1.22738 0.27778
H 0.23775 1.67680 -1.75539
H -1.43239 -0.52666 2.14010
H -1.51776 -1.48448 0.84883
H 1.30142 -1.26002 0.71356
H 1.57341 0.60540 -2.02939
```

=====

Entry 2:
CH6N3OP | ωB97M-V/def2-TZVPD

Properties
- gap between HOMO and LUMO (alpha / beta) (eV) = 8.102 / 7.188
- HOMO (alpha / beta) (eV) = -8.57 / -7.80
- E_LUMO (alpha / beta) (Eh) = -0.0171 / -0.0226
- ΔE to the lowest compared entry with this formula, charge and spin (kJ/mol) = 295.9
- energy (hartree) = -622.5020

Geometry as XYZ:
```
12
CH6N3OP, DFT ωB97M-V/def2-TZVPD
P -0.97298 -0.42243 0.15846
O -1.51709 -1.68644 0.59794
N -1.16260 0.73679 1.32047
N 1.48032 0.46135 -0.06954
N -1.76042 0.16625 -1.16112
C 2.41660 -0.27547 -0.16525
H 2.59195 -1.39766 -0.36677
H -2.04608 -0.62321 -1.72199
H -0.74883 0.49992 2.13752
H -0.57516 1.54980 0.99652
H 3.53006 0.04194 -0.08028
H -1.23576 0.94915 -1.64596
```